# 1
Molecular formula: C22H25N5SSiTa
Method: DFT, wB97M-V/def2-TZVPD

The calculation puts the electronic energy at -50909.547 eV. The calculation puts the max |F| at 0.0236 Eh/bohr. The value obtained for the orbital gap is 5.59 eV.

ORCA input file:
```
! RIJCOSX wB97M-V def2-TZVPD def2/J DEFGRID3
* xyz 3 1
Ta 0.89 -1.59 -0.34
S 2.62 -1.67 -1.97
Si -1.55 -0.30 -2.52
N 2.53 0.89 -1.06
N 1.62 0.33 -0.19
N 0.55 -1.04 1.73
N -0.77 -1.27 -1.11
N 3.90 0.48 -2.84
C -2.63 -4.25 1.18
C 1.70 3.36 0.06
C -0.12 0.21 -3.58
C 1.34 1.06 0.90
C 2.55 5.04 1.55
C -2.70 -2.02 0.23
C 2.24 2.81 2.38
C 2.06 4.67 0.30
C 1.76 2.41 1.10
C -2.35 1.17 -1.73
C 2.65 4.11 2.58
C -0.02 -1.81 2.67
C -0.78 -3.50 -0.13
C -1.38 -4.50 0.65
C -0.57 0.08 4.00
C 3.02 0.07 -1.94
C -0.56 -1.29 3.83
C -3.29 -3.04 0.96
C -1.44 -2.27 -0.30
C -2.68 -1.49 -3.37
C 0.62 0.31 1.94
C 0.02 0.89 3.04
H -3.37 0.99 -1.39
H -0.99 -1.96 4.57
H 0.46 -0.64 -3.96
H -3.11 -0.98 -4.24
H 3.06 4.40 3.54
H 4.32 -0.15 -3.51
H -3.12 -5.03 1.75
H 0.02 1.97 3.15
H -1.03 0.52 4.88
H -2.14 -2.36 -3.75
H 4.20 1.44 -2.84
H 0.55 0.92 -3.09
H -0.55 0.72 -4.44
H 0.07 -3.79 -0.78
H -3.18 -1.06 0.09
H 2.35 2.09 3.17
H -3.51 -1.83 -2.75
H -0.04 -2.87 2.48
H -4.28 -2.90 1.37
H -2.39 1.98 -2.46
H 1.98 5.41 -0.49
H 2.85 6.07 1.72
H -0.91 -5.46 0.76
H -1.78 1.55 -0.87
H 1.32 3.07 -0.91
*
```

***

# 2
Molecular formula: C22H25NO7S
Method: DFT, wB97M-V/def2-TZVPD

The calculation puts the electronic energy at -49875.830 eV. The calculation puts the max |F| at 0.0239 Eh/bohr. The value obtained for the orbital gap is 7.76 eV.

ORCA input file:
```
! RIJCOSX wB97M-V def2-TZVPD def2/J DEFGRID3
* xyz 0 1
S 3.01 -1.38 0.79
O -3.22 -1.29 -1.36
O 3.65 -2.59 0.40
O 3.69 -0.52 1.72
O 0.58 3.21 -0.24
O -2.28 -2.48 0.30
O -2.26 2.95 -0.19
O -3.39 1.11 1.18
N 1.52 -1.76 1.39
C 1.96 3.44 -0.07
C 0.10 0.20 1.84
C 3.57 0.93 -2.44
C -1.40 2.12 0.48
C 0.93 -0.91 2.42
C 2.67 -0.47 -0.72
C 0.73 1.24 1.17
C -4.51 -1.85 -1.10
C -4.09 0.19 2.00
C -2.18 -1.69 -0.61
C -0.97 -1.01 -1.08
C -2.03 1.09 1.21
C 0.00 2.19 0.48
C -1.90 4.30 -0.40
C 1.27 0.24 -2.50
C -1.28 0.14 1.87
C 3.74 0.21 -1.26
C 1.41 -0.48 -1.31
C 0.67 -2.26 0.33
C 2.33 0.93 -3.06
C 0.30 -1.22 -0.70
C -4.90 -2.79 -2.23
H 4.68 0.18 -0.75
H 2.19 1.47 -3.98
H 1.78 -0.53 2.99
H -0.23 -2.70 0.77
H -2.83 4.80 -0.69
H -4.48 -2.39 -0.15
H 2.17 4.35 -0.63
H 4.40 1.47 -2.87
H -1.21 -0.25 -1.82
H -5.91 -3.17 -2.05
H 0.32 -1.55 3.06
H -1.75 -0.67 2.41
H -4.21 -3.63 -2.28
H 0.32 0.24 -3.02
H -5.20 -1.01 -1.03
H -5.14 0.40 1.84
H -1.17 4.40 -1.20
H 1.26 -3.05 -0.16
H -3.87 -0.84 1.71
H -3.84 0.33 3.05
H 1.81 1.28 1.18
H -1.51 4.76 0.51
H -4.89 -2.26 -3.18
H 2.22 3.58 0.98
H 2.56 2.62 -0.48
*
```

***

# 3
Molecular formula: C22H26BiClNPY
Method: DFT, wB97M-V/def2-TZVPD

The calculation puts the electronic energy at -53412.251 eV. The calculation puts the max |F| at 0.0829 Eh/bohr. The value obtained for the orbital gap (spin up / spin down) is 5.02 / 5.36 eV.

ORCA input file:
```
! RIJCOSX wB97M-V def2-TZVPD def2/J DEFGRID3
* xyz -1 1
Bi 0.53 -0.06 -6.92
Y 0.14 -0.24 -2.09
Cl -0.18 1.61 -3.74
P 0.02 -0.64 1.09
N 0.13 0.43 -0.10
C 2.81 -1.14 1.65
C -4.11 1.29 2.22
C 0.97 -1.95 -7.75
C 2.31 1.16 -6.12
C -0.06 -2.06 5.09
C -3.99 -0.10 2.18
C -2.76 -0.68 1.84
C 0.05 0.48 3.91
C 2.14 1.21 1.77
C -0.02 -0.91 5.88
C -1.97 -1.14 -1.94
C 0.01 -0.67 3.16
C 1.86 -0.11 1.50
C -1.79 1.55 1.58
C -1.68 0.56 -6.84
C 0.04 0.37 5.30
C 4.43 0.57 2.23
C -1.70 0.18 1.50
C -0.04 -1.96 3.69
C 4.11 -0.77 2.00
C -3.02 2.13 1.93
C 3.44 1.58 2.13
H -1.85 -1.94 -1.17
H -5.07 1.74 2.49
H 0.06 1.28 5.91
H 4.88 -1.55 2.07
H 3.67 2.63 2.31
H -2.27 -1.54 -2.93
H 0.09 1.48 3.45
H -2.61 -1.76 1.81
H 1.34 1.97 1.69
H -0.92 2.19 1.36
H -2.12 -0.25 -6.22
H -1.67 1.55 -6.36
H 0.09 -2.51 -8.13
H 2.51 -2.18 1.47
H -0.07 -2.83 3.03
H -0.11 -3.07 5.53
H -0.04 -1.00 6.96
H 2.05 -2.21 -7.77
H -4.84 -0.76 2.41
H -2.69 -0.38 -1.55
H -3.11 3.22 1.97
H 2.71 0.48 -5.35
H -1.97 0.54 -7.91
H 2.93 1.29 -7.02
H 1.85 2.08 -5.71
H 5.44 0.86 2.50
*
```

***

# 4
Molecular formula: C22H26ClN3O4S
Method: DFT, wB97M-V/def2-TZVPD

The calculation puts the electronic energy at -59255.573 eV. The calculation puts the max |F| at 0.0219 Eh/bohr. The value obtained for the orbital gap is 9.58 eV.

ORCA input file:
```
! RIJCOSX wB97M-V def2-TZVPD def2/J DEFGRID3
* xyz 0 1
Cl -1.90 3.52 -1.28
S 2.98 -0.25 -0.87
O 2.53 -1.62 -0.75
O -4.12 -1.72 -2.30
O -2.33 -1.34 1.94
O 2.91 0.34 -2.17
N 2.19 0.79 0.20
N -4.34 -1.61 -0.06
N -1.19 -2.41 0.32
C -3.33 2.09 2.16
C -0.14 0.24 -0.32
C -5.12 -0.39 -0.08
C 4.65 -0.13 -0.25
C -3.59 1.54 -0.55
C 0.94 1.31 -0.32
C 7.23 0.11 0.68
C -2.63 2.86 1.23
C 5.27 1.10 -0.30
C 6.60 -1.13 0.72
C -4.15 1.06 1.73
C 2.08 0.27 1.54
C -2.12 -3.52 0.20
C -1.39 -1.39 1.17
C -0.34 -0.29 1.11
C 0.99 -0.81 1.67
C -4.28 0.78 0.38
C -3.00 -3.41 -1.04
C 6.57 1.22 0.17
C -2.77 2.57 -0.11
C 5.30 -1.25 0.25
C -3.85 -2.14 -1.19
H 7.07 2.17 0.14
H -0.41 -2.39 -0.31
H -0.70 0.53 1.74
H -2.72 -3.54 1.11
H -3.69 -4.26 -1.06
H -5.98 -0.52 0.58
H -2.00 3.67 1.55
H 7.11 -1.99 1.11
H -3.90 -1.82 0.84
H -3.23 2.30 3.21
H 0.87 -1.08 2.72
H -1.55 -4.45 0.15
H 4.73 1.94 -0.70
H -2.38 -3.47 -1.94
H 4.77 -2.19 0.26
H 0.20 -0.56 -0.99
H 1.86 1.11 2.20
H 0.65 2.16 0.30
H -1.07 0.64 -0.70
H -3.68 1.32 -1.60
H -4.68 0.46 2.46
H -5.46 -0.25 -1.10
H 3.05 -0.14 1.82
H 1.14 1.66 -1.33
H 8.24 0.20 1.04
H 1.31 -1.69 1.11
*
```